[1]
44
Properties=species:S:1:pos:R:3:forces:R:3 method="wB97M-V/def2-TZVPD" lumo_energy_ev="-3.6 / -7.1" s2=2.02 e_above_lowest_ev=0.6205 largest_force_ev_per_a=0.57 e_homo_ev="-12.931 / -12.752" charge=+1 gap_ha="0.344 / 0.207" multiplicity=3
Au 0.0741 -1.7945 -0.5662 -0.1 0.5 0.1
C 4.3041 -2.2534 0.8773 0.0 0.0 0.0
C 2.8258 -2.1051 0.7702 0.0 0.1 0.3
N 2.1816 -2.3104 -0.3164 -0.2 0.0 -0.2
O 2.9670 -2.7849 -1.3452 0.0 0.0 -0.1
C 2.0691 -1.6576 1.9587 0.0 0.0 0.0
C 2.7396 -0.9682 3.1055 0.0 0.1 0.0
N 0.8034 -1.8686 1.9416 0.1 -0.1 0.0
O -0.0966 -1.6174 2.7277 0.0 0.0 0.0
H 4.6935 -2.9263 0.1214 0.0 0.0 0.0
H 4.5800 -2.6077 1.8675 0.0 0.0 0.0
H 4.7638 -1.2713 0.7324 0.0 0.0 0.0
H 2.3982 -2.7963 -2.1227 0.0 0.0 -0.1
H 3.3110 -0.1123 2.7457 0.0 0.0 0.0
H 3.4132 -1.6484 3.6277 0.0 0.0 0.0
H 1.9896 -0.6103 3.8054 0.0 0.0 0.0
F 2.3132 3.1163 -1.1887 0.0 -0.1 0.0
C 1.9122 1.8607 -1.2524 0.0 0.1 -0.1
F 1.4656 1.5842 -2.4696 0.0 0.0 0.1
F 2.9422 1.0508 -0.9864 0.0 0.0 0.0
S 0.5933 1.5495 0.0350 0.2 0.2 0.2
O -0.2227 0.4880 -0.6291 -0.1 -0.4 -0.2
O 1.3084 1.1428 1.2025 0.0 0.0 -0.1
N -0.2482 2.8112 0.2316 0.1 0.0 0.0
S -1.4134 3.1855 -0.8189 -0.1 0.0 0.1
O -0.9658 3.1708 -2.1789 0.0 0.0 0.0
O -2.6367 2.5044 -0.4921 0.0 0.0 0.0
C -1.6379 4.9462 -0.3199 0.0 0.0 0.0
F -1.9979 5.0139 0.9536 0.0 0.0 0.0
F -2.5950 5.4572 -1.0831 0.0 0.0 0.0
F -0.5094 5.6125 -0.5055 0.0 0.0 0.0
C -2.8271 -0.0579 -2.4935 0.0 0.2 0.1
Sb -2.4397 -1.1125 -0.7237 0.1 -0.5 -0.1
C -3.4576 -2.9616 -0.9432 -0.1 0.2 0.0
C -3.1461 -0.2507 1.0501 0.0 0.2 0.0
H -3.8866 0.1997 -2.4907 0.0 0.0 0.0
H -2.5974 -0.7114 -3.3312 0.0 0.0 0.0
H -2.2267 0.8509 -2.5167 0.0 -0.1 0.0
H -4.5162 -2.7393 -1.0888 0.0 -0.1 0.0
H -3.3281 -3.5729 -0.0533 0.0 0.0 0.0
H -3.0680 -3.4799 -1.8166 0.0 0.0 0.0
H -4.2228 -0.1305 0.9244 0.0 0.0 0.0
H -2.6841 0.7255 1.1778 0.0 -0.1 0.0
H -2.9249 -0.9207 1.8766 0.0 0.0 0.0

---

[2]
85
Properties=species:S:1:pos:R:3:forces:R:3 method="wB97M-V/def2-TZVPD" lumo_energy_ev="4.0 / 4.0" s2=6.02 e_above_lowest_ev=1.7594 largest_force_ev_per_a=3.80 e_homo_ev="-1.511 / -1.531" charge=-2 gap_ha="0.201 / 0.202" multiplicity=5
Cr -0.2752 1.5328 1.0514 -0.6 -0.7 -2.0
C 2.0396 -6.3155 -1.1249 0.0 0.1 -0.1
C 2.2314 -5.0373 -0.3595 0.0 0.1 0.0
C 3.4456 -4.3610 -0.4122 -0.1 0.0 0.0
C 3.6226 -3.1833 0.2902 0.2 0.1 0.0
C 2.5868 -2.6668 1.0436 0.2 0.5 0.1
C 1.3616 -3.3037 1.0858 -0.1 0.0 0.1
C 1.1960 -4.4913 0.3911 0.1 0.0 0.0
S 2.8736 -1.1367 1.9345 -0.1 0.3 -0.1
O 2.2969 -1.2998 3.2509 0.1 -0.3 -0.2
O 4.3113 -0.9088 1.9485 0.0 -0.2 -0.3
N 2.0170 -0.0450 1.1283 0.3 -1.5 0.7
C 2.5026 0.9595 0.4101 0.2 0.2 -0.3
C 3.8622 1.2608 0.1610 0.4 0.3 -0.2
C 4.1930 2.4105 -0.5128 -0.3 -0.2 0.1
C 3.1798 3.2501 -0.9802 0.0 0.2 -0.1
C 1.8750 2.8840 -0.7308 0.0 0.3 -0.2
N 1.5314 1.7926 -0.0505 0.4 0.0 0.1
H 2.9583 -6.9015 -1.1356 0.0 -0.1 0.0
H 1.7675 -6.1044 -2.1603 0.0 0.0 -0.1
H 1.2407 -6.9137 -0.6919 0.0 -0.1 0.0
H 4.2524 -4.7605 -1.0127 0.1 0.0 0.0
H 4.5642 -2.6556 0.2911 0.1 0.0 -0.1
H 0.5510 -2.8796 1.6588 -0.1 0.0 0.0
H 0.2413 -4.9963 0.4201 -0.1 0.0 0.0
H 4.6161 0.5988 0.5472 0.0 0.0 0.0
H 5.2322 2.6762 -0.6686 0.0 -0.1 0.0
H 3.4079 4.1615 -1.5137 -0.1 0.0 0.0
H 1.0503 3.4991 -1.0728 0.0 0.0 0.0
C 3.4225 3.9994 4.0380 0.0 0.0 -0.1
C 2.4271 2.8798 3.9854 0.2 -0.2 0.5
C 2.2165 2.0136 5.0621 -0.5 -0.3 -0.8
C 1.3299 0.9553 4.8879 0.6 0.5 0.4
C 0.6754 0.8353 3.6882 -0.8 0.2 -0.8
Br -0.5487 -0.5582 3.3990 -0.3 0.1 0.1
N 0.7907 1.6943 2.6564 1.9 0.3 3.2
C 1.7073 2.6775 2.8308 -0.6 -0.2 -0.3
H 3.7963 4.1347 5.0490 0.1 0.1 0.1
H 2.9764 4.9316 3.6971 0.0 0.1 0.0
H 4.2648 3.7792 3.3827 0.1 0.0 0.0
H 2.7318 2.1498 6.0006 0.1 0.0 0.1
H 1.1611 0.2260 5.6620 0.0 -0.1 0.0
H 1.8354 3.3490 1.9889 -0.1 0.0 0.1
F -2.6955 -7.3323 -1.6310 0.1 0.4 0.1
C -2.4159 -6.0341 -1.3346 0.1 0.2 0.0
C -2.8820 -5.4490 -0.1601 -0.1 -0.5 -0.1
F -3.6254 -6.2075 0.6821 0.1 0.1 -0.1
C -2.6058 -4.1299 0.1313 0.4 0.4 -0.3
F -3.0857 -3.6221 1.2814 0.0 -0.3 -0.1
C -1.8435 -3.3001 -0.7205 -0.2 -0.9 -0.1
Se -1.4926 -1.5152 -0.3589 0.1 0.0 0.2
C -1.3992 -3.9323 -1.9038 0.0 0.5 0.3
F -0.6875 -3.2171 -2.7970 -0.1 -0.4 0.1
C -1.6667 -5.2501 -2.2065 -0.1 -0.4 -0.1
F -1.2263 -5.8075 -3.3640 -0.1 0.2 0.3
Cl -3.8049 3.5405 1.8501 -0.2 -0.1 -0.1
Si -1.8909 2.7957 2.2727 -0.6 1.1 0.9
Cl -2.0838 2.6380 4.3956 0.0 -0.2 0.2
Cl -0.8583 4.7449 2.3115 0.1 0.1 -0.1
O -1.3321 1.3589 -0.4732 -0.1 0.1 -0.6
C -2.0682 1.7677 -1.5447 -0.2 -0.1 0.3
C -1.6765 3.1523 -2.0403 0.2 0.2 -0.5
C -1.4369 4.2920 -1.3362 -0.1 -0.2 0.0
C -1.1257 5.3993 -2.1602 0.1 0.1 0.0
C -1.1306 5.0872 -3.4805 -0.2 -0.4 -0.3
S -1.5188 3.4292 -3.7456 0.1 0.6 0.4
C -3.5409 1.8007 -1.1690 -0.3 0.4 -0.2
C -4.2137 0.9082 -0.3996 0.1 0.0 0.0
C -5.5797 1.2371 -0.2407 -0.1 0.1 -0.1
C -5.9256 2.3739 -0.8948 0.2 0.3 -0.4
S -4.5844 3.0686 -1.7232 -0.1 -0.5 0.4
C -1.8816 0.8047 -2.7009 0.2 -0.1 0.0
C -2.8079 0.1602 -3.4592 0.1 0.3 0.1
C -2.2242 -0.6423 -4.4627 0.0 -0.1 -0.2
C -0.8703 -0.5931 -4.4441 0.4 0.3 0.1
S -0.2733 0.4198 -3.1941 -0.5 -0.3 -0.1
H -1.4868 4.3558 -0.2636 0.0 -0.1 0.2
H -0.9112 6.3800 -1.7692 0.1 0.2 0.0
H -0.9399 5.7234 -4.3237 0.1 0.2 -0.1
H -3.7420 0.0400 0.0283 0.2 -0.1 0.1
H -6.2665 0.6499 0.3424 -0.2 -0.1 0.1
H -6.8780 2.8634 -0.9552 -0.3 0.0 0.1
H -3.8691 0.2459 -3.3102 -0.2 0.1 0.2
H -2.7935 -1.2389 -5.1542 -0.1 -0.1 -0.1
H -0.1782 -1.0982 -5.0880 0.1 -0.2 -0.1

---

[3]
172
Properties=species:S:1:pos:R:3:forces:R:3 method="wB97M-V/def2-TZVPD" lumo_energy_ev=-0.4 largest_force_ev_per_a=3.87 e_homo_ev=-10.098 gap_ha=0.356 multiplicity=1
C -2.4638 -9.2475 -1.3150 1.9 0.7 0.3
C -3.2684 -9.2078 -0.0555 -0.1 -0.5 0.5
O -3.1821 -7.8883 0.5901 0.1 -0.3 -0.1
C -2.5292 -7.7537 1.7357 -0.3 -0.6 0.0
O -1.9368 -8.5996 2.3471 -0.1 0.4 -0.2
C -2.6517 -6.3030 2.2864 1.1 0.8 -0.9
F -3.6882 -5.6200 1.8133 -0.2 -0.3 0.0
F -2.6749 -6.3022 3.5893 -0.5 -0.3 1.1
F -1.5344 -5.5842 1.9536 -0.4 -0.4 -0.4
H -2.4512 -10.2854 -1.7064 0.1 0.8 -0.1
H -1.4335 -8.8853 -1.0643 -0.4 -0.9 -0.1
H -2.7292 -8.4671 -2.0301 -0.7 -0.5 -0.2
H -2.9945 -10.0454 0.6259 0.0 1.0 -0.2
H -4.3072 -9.3317 -0.3117 -0.5 0.2 0.2
C -8.0678 2.9420 1.2248 0.8 -0.2 -0.7
C -8.5060 1.7829 0.3135 -0.1 -0.4 0.2
O -7.4353 0.7806 0.2495 0.9 -0.2 -0.3
C -7.5071 -0.2268 -0.6304 -0.9 0.6 0.4
O -8.4292 -0.4640 -1.3690 0.7 0.2 0.5
C -6.2463 -1.1665 -0.5940 -1.0 0.4 -3.7
F -5.1261 -0.5949 -0.2740 0.7 0.4 0.8
F -6.4603 -2.2607 0.0560 -0.2 -1.1 1.6
F -6.0996 -1.5898 -1.9259 0.0 0.6 1.0
H -7.1545 3.4609 0.8552 -0.4 -0.8 0.2
H -7.9258 2.6465 2.2544 0.3 -0.4 0.2
H -8.7768 3.7448 1.2735 -0.9 0.2 -0.3
H -8.7426 2.1087 -0.6999 0.2 0.0 0.0
H -9.3518 1.1891 0.6766 -0.1 0.6 0.1
C -4.2599 -0.4184 8.4594 0.3 -1.3 0.1
C -2.9673 -0.5552 7.6955 -0.2 -0.3 -0.3
O -3.1978 -1.4144 6.5166 0.1 0.6 0.2
C -3.2668 -0.8493 5.3389 -0.6 3.6 -0.4
O -3.2759 0.3590 5.0340 0.0 -3.5 1.1
C -3.3852 -1.9025 4.2595 1.9 -0.6 -2.8
F -4.4559 -1.7346 3.4431 1.2 -0.3 1.1
F -2.1924 -1.6859 3.4279 -2.6 -0.7 1.6
F -3.3282 -3.1731 4.6969 -0.2 1.2 -0.6
H -4.9019 0.1986 7.8674 -0.8 0.1 -0.3
H -4.1688 0.0700 9.4291 0.4 -0.1 0.0
H -4.6342 -1.4621 8.6109 -0.2 1.0 -0.1
H -2.1992 -1.1054 8.1909 0.4 -0.2 0.7
H -2.5800 0.3895 7.3808 0.3 0.5 -0.4
C 0.9988 -7.6975 1.5520 0.2 1.0 -0.5
C 1.0952 -6.6510 2.6428 0.9 -0.7 2.0
O 1.4535 -5.3551 2.1271 -0.1 0.6 -0.1
C 1.7415 -4.4015 3.0381 -0.6 -1.1 -1.0
O 1.7536 -4.4792 4.2144 -0.2 -0.6 1.2
C 2.1384 -3.1276 2.3544 -0.2 2.5 0.0
F 3.1445 -3.3536 1.5201 0.5 0.2 0.1
F 1.1583 -2.5348 1.6406 0.1 -0.6 0.2
F 2.4964 -2.2078 3.2995 0.1 -1.0 -1.0
H 0.8228 -8.7157 1.8799 -0.1 0.1 0.4
H 1.8962 -7.6818 0.9617 0.7 -0.2 -0.1
H 0.2384 -7.4157 0.8338 -0.5 0.0 0.0
H 1.8861 -6.8567 3.4214 -0.7 -0.3 -0.9
H 0.1725 -6.5703 3.2109 -0.1 0.1 -0.1
C -5.7213 -0.3586 -6.8485 -0.2 0.7 -1.9
C -5.5002 -0.5085 -5.3733 0.4 -0.3 -1.7
O -4.0806 -0.4725 -5.1087 0.1 1.0 0.4
C -3.4868 0.7222 -4.9673 -1.0 -0.7 0.2
O -3.9637 1.8181 -5.0357 -0.1 -0.3 -0.2
C -2.0190 0.4901 -4.6439 1.0 0.0 -0.3
F -1.3340 0.3344 -5.8008 -0.1 0.1 0.1
F -1.5208 1.5348 -3.9954 0.0 0.1 0.0
F -1.8036 -0.6029 -3.9231 -0.1 -0.1 0.3
H -5.2527 -1.0806 -7.5703 0.1 0.7 1.1
H -5.5377 0.6888 -7.1456 0.6 -0.5 -0.1
H -6.7659 -0.4198 -7.1228 -0.6 -0.3 0.5
H -5.8237 -1.4769 -5.0895 -0.1 -0.8 0.8
H -6.0805 0.2533 -4.9012 0.1 0.6 0.9
C -1.1352 -1.7873 -0.5697 -1.1 -0.9 0.2
C -1.1170 -0.7797 0.5327 -1.4 0.8 -0.7
O 0.0296 0.0484 0.4190 1.9 1.1 0.1
C 0.0159 1.0330 -0.4421 -0.9 -0.8 1.0
O -0.9006 1.2609 -1.1575 -0.8 0.8 -1.3
C 1.1951 1.9884 -0.4144 2.8 0.1 -0.5
F 1.6442 2.1074 -1.6962 -0.5 0.2 0.5
F 0.8301 3.2020 0.0077 -0.1 -0.3 0.0
F 2.3194 1.6164 0.2887 -1.7 0.1 -0.3
H -1.8718 -2.6042 -0.3994 0.3 0.7 0.1
H -0.1991 -2.2771 -0.7175 0.9 -0.2 0.0
H -1.4132 -1.2654 -1.4681 -0.1 0.0 -0.6
H -0.9771 -1.0777 1.5223 -0.2 -1.3 1.4
H -2.0625 -0.1881 0.4988 0.8 -0.1 0.0
C 6.4047 -0.9916 0.6894 0.0 -1.1 0.9
C 7.6306 -0.2345 0.2066 -0.6 -1.8 -1.0
O 8.8608 -0.8329 0.8151 -1.0 0.0 -1.3
C 8.9964 -0.5691 2.0709 0.0 1.5 1.6
O 8.3581 0.2435 2.7167 0.6 -1.0 -0.5
C 10.2102 -1.2917 2.7471 0.1 -1.2 -1.8
F 10.1519 -1.0966 4.0370 0.4 -0.2 0.3
F 10.2231 -2.6532 2.4704 -0.3 1.5 0.6
F 11.3745 -0.8245 2.2224 -0.7 0.0 0.7
H 5.4397 -0.5238 0.5798 0.0 0.8 -0.4
H 6.4671 -1.2110 1.7560 0.2 0.5 0.2
H 6.2347 -1.9915 0.3262 0.5 -0.4 -0.9
H 7.4881 0.7673 0.4905 0.5 1.4 0.5
H 7.7381 -0.2993 -0.8987 0.3 -0.1 0.9
C 2.7858 10.1160 -2.0016 0.2 -2.0 0.0
C 3.5052 9.4633 -0.8085 -0.1 1.6 -1.1
O 3.7104 8.0851 -1.0680 -0.1 -0.9 -0.7
C 3.9301 7.2514 -0.0786 0.5 0.7 1.6
O 3.9685 7.5624 1.0927 -0.1 -0.7 -1.0
C 4.1959 5.7730 -0.5347 -0.4 1.1 -0.2
F 4.3231 5.7132 -1.8745 0.7 -0.2 0.5
F 5.2286 5.2493 0.1143 0.6 0.4 -0.6
F 3.1641 5.0330 -0.2127 -1.2 -0.7 0.3
H 2.6518 11.1466 -1.7831 -0.1 1.0 0.1
H 1.7867 9.6490 -2.1506 0.7 0.3 0.0
H 3.4249 9.9907 -2.8854 -0.5 0.1 0.0
H 2.9588 9.7174 0.0659 -0.6 -0.7 1.1
H 4.4678 9.9429 -0.6885 0.5 -0.1 0.0
C 2.1049 -1.8225 -4.3398 0.4 0.5 0.1
Br 3.9106 -2.5160 -4.7491 -0.9 0.1 0.0
Br 2.2915 -0.8548 -2.6041 -0.5 -0.6 -1.0
Br 0.7157 -3.1318 -4.4122 0.4 0.0 0.4
H 1.7696 -1.1453 -5.1360 0.7 0.2 0.6
C 3.5630 -5.6453 -0.3894 -0.3 0.9 -0.4
Br 5.1338 -4.4835 -0.6001 -0.4 -0.8 0.0
Br 3.8606 -7.4632 -1.0472 -0.2 0.9 0.1
Br 2.0154 -4.6773 -1.2638 1.0 -1.1 0.5
H 3.3376 -5.6851 0.6817 0.0 -0.1 -0.6
C -2.8055 -5.1566 -3.8472 1.8 0.3 0.9
Br -0.9143 -5.9021 -3.8269 -1.3 0.1 0.1
Br -2.8490 -3.6039 -4.9549 -0.2 0.0 0.3
Br -3.3727 -4.8684 -1.9842 0.1 -0.1 -1.1
H -3.3768 -5.9102 -4.3200 -0.6 -0.6 -0.1
C -4.2648 3.5693 -2.5651 0.0 -0.3 1.0
Cl -5.3521 2.2537 -1.9984 0.2 0.4 -0.2
Cl -4.0429 4.8264 -1.2572 -0.1 -0.7 -0.8
H -3.3042 3.0898 -2.7691 -0.2 0.4 0.0
H -4.7360 4.0323 -3.4203 0.2 0.1 0.0
C -3.3294 3.2219 2.3509 -0.5 0.2 0.0
Cl -4.5456 2.3474 1.4269 -0.3 -0.2 0.1
Cl -1.7945 3.1701 1.5030 0.4 -0.1 0.3
H -3.6116 4.2566 2.4246 -0.2 0.4 -0.2
H -3.3369 2.8254 3.3578 0.6 -0.4 0.0
C 5.4096 1.6395 3.1707 0.2 -1.0 -0.3
Cl 5.5165 2.8234 1.8736 -0.2 -0.1 -0.4
Cl 4.2224 0.2828 2.9156 0.5 0.9 0.1
H 6.4118 1.2071 3.2821 -0.5 0.1 0.1
H 5.0712 2.1766 4.0245 -0.1 0.2 0.7
C -0.5824 6.4268 -0.3030 1.1 -0.7 -1.1
Cl 0.8159 6.9651 -1.3339 -0.4 -0.1 0.4
Cl -0.8307 7.5127 1.0154 -0.2 0.1 0.5
H -1.4009 6.4178 -0.9956 -0.6 0.1 0.0
H -0.3526 5.3972 0.0034 -0.1 0.6 0.2
C 3.0408 5.5456 -4.6713 -0.7 0.8 0.7
Cl 1.8171 4.5667 -3.8222 0.1 0.1 -0.2
Cl 2.3645 6.5587 -5.9752 0.1 -0.3 0.2
H 3.4890 6.2163 -3.9360 -0.1 -0.2 -0.3
H 3.7453 4.8597 -5.0635 0.6 -0.4 -0.5
C 4.7398 1.9319 -3.3721 0.1 -0.5 0.0
Cl 5.5327 1.9946 -1.7727 -0.1 -0.1 -0.4
Cl 5.6930 2.7081 -4.6400 0.3 0.2 -0.2
H 4.6078 0.8869 -3.7102 -0.1 0.7 0.6
H 3.8244 2.5014 -3.2786 -0.2 -0.3 0.0
C 0.6176 1.8783 6.0088 0.3 -0.9 -1.1
Cl 0.0386 0.4232 4.9957 0.4 1.4 0.5
Cl 0.2613 1.5458 7.6865 0.0 0.2 0.3
H 1.7098 1.9283 5.8555 -0.7 -0.1 0.2
H 0.1512 2.8138 5.6635 -0.1 -0.7 0.2
C 2.2814 5.1271 2.8775 -1.1 0.4 1.3
Cl 1.6094 3.5330 3.3437 0.4 0.3 -0.4
Cl 2.1607 6.2530 4.3174 0.1 -0.5 -0.9
H 3.3145 5.0539 2.6223 0.5 -0.2 -0.2
H 1.6580 5.5401 2.0914 0.1 0.0 0.0
C 3.0513 0.5519 -6.8498 -1.0 -1.3 0.3
Cl 1.9221 1.3802 -5.7432 0.7 0.1 0.0
Cl 2.0313 -0.2547 -8.1017 0.6 0.1 0.2
H 3.7115 1.2270 -7.3348 0.3 0.7 -0.3
H 3.6246 -0.2296 -6.3144 -0.5 0.5 -0.3

---

[4]
70
Properties=species:S:1:pos:R:3:forces:R:3 method="wB97M-V/def2-TZVPD" lumo_energy_ev="0.5 / -0.9" s2=0.75 e_above_lowest_ev=0.5472 largest_force_ev_per_a=2.32 e_homo_ev="-8.918 / -8.742" gap_ha="0.347 / 0.288" multiplicity=2
Cu 0.9078 -1.1731 -0.0791 0.2 -0.7 -0.4
C 3.3071 -4.2450 1.1882 0.9 -1.0 0.3
C 2.3566 -3.2372 0.6441 -0.5 0.6 -1.2
O 2.8192 -2.1281 0.1920 -0.4 0.9 0.4
O 1.1390 -3.4400 0.5435 -0.5 -0.6 0.4
H 2.9067 -5.2551 1.2752 -0.6 0.3 0.1
H 3.6674 -3.9601 2.1783 -0.1 0.2 0.0
H 4.1956 -4.3879 0.5685 0.0 0.5 -0.1
C -2.0824 0.0623 -1.0406 0.1 -0.4 -2.3
O -1.5743 1.2507 -1.6875 0.0 0.1 0.7
O -1.1198 -0.7627 -0.7019 1.4 -0.1 1.1
C -3.1344 0.4791 -0.0025 0.6 -0.6 1.1
F -3.2690 -0.5012 0.9221 -0.3 0.0 -0.2
F -2.8518 1.5864 0.7052 0.0 0.3 -0.2
F -4.3296 0.6575 -0.5731 -0.2 0.2 -0.1
C -2.3591 1.7618 -2.7569 0.7 0.4 0.7
C -1.6407 2.9997 -3.2151 0.6 0.1 -1.1
H -2.1254 3.4625 -4.0789 -0.3 0.1 0.2
H -1.4666 3.7440 -2.4423 -0.2 -0.1 0.2
H -0.6640 2.7007 -3.6119 0.1 0.0 0.2
H -3.3537 2.0253 -2.3965 -0.3 -0.3 -0.3
H -2.3236 1.0168 -3.5556 -0.7 0.0 -0.1
H -2.6844 -0.4505 -1.8264 -0.4 0.2 0.1
C 0.6162 -0.6590 -4.5504 0.8 -0.7 -0.8
C 1.5193 -0.7731 -3.3205 -1.2 0.5 -0.3
C 1.5848 0.5886 -2.6735 0.2 1.0 1.3
O 2.2485 0.5462 -1.4120 -0.3 0.1 0.5
C 3.6308 0.2937 -1.4908 0.1 -0.7 -0.2
N 0.8712 -1.6961 -2.3442 0.1 0.7 -0.5
H 0.5836 -1.6218 -5.0740 -0.1 -0.1 0.2
H 1.0544 0.0051 -5.3026 -0.3 0.3 0.2
H -0.4101 -0.3955 -4.3010 0.1 0.3 0.1
H 2.5138 -1.0888 -3.6297 0.0 -0.3 0.2
H 0.6009 0.9731 -2.3872 -0.2 -0.5 -0.3
H 2.0349 1.4185 -3.2366 0.2 -0.5 -0.6
H 4.0746 0.3184 -0.5010 -0.2 0.4 0.2
H 4.0974 1.0133 -2.1706 0.2 0.0 0.0
H 3.7973 -0.7346 -1.8221 0.2 0.1 -0.2
H 0.7864 -2.5970 -2.8072 0.2 -0.2 0.5
H -0.0946 -1.3440 -2.2866 0.1 -0.3 0.3
C -3.2773 -2.9264 3.5103 0.7 -0.3 1.3
C -3.3205 -1.4211 3.8725 -0.3 -0.3 -0.3
C -1.9148 -0.8074 3.8335 -0.6 0.0 -0.3
S -0.8385 -2.0154 3.0333 -0.6 0.3 0.8
O -0.0298 -2.5951 4.0731 0.2 -0.3 -0.3
O -0.2469 -1.4216 1.8649 0.3 0.1 0.1
C -2.1433 -3.1433 2.5394 0.1 0.5 -1.2
H -4.2407 -3.2675 3.1445 0.0 -0.1 -0.2
H -3.0470 -3.4825 4.4246 -0.2 -0.1 0.0
H -3.7308 -1.2926 4.8716 -0.2 0.0 -0.1
H -3.9955 -0.9645 3.1530 0.1 0.4 0.1
H -1.5929 -0.6131 4.8506 0.5 0.0 -0.1
H -1.8746 0.0979 3.2338 0.1 0.1 0.1
H -1.6959 -4.1236 2.3958 -0.1 -0.2 0.4
H -2.4382 -2.7938 1.5445 0.2 0.1 0.0
C 2.1330 3.6498 0.5149 -1.4 0.9 -0.2
C 0.6030 3.8697 0.6487 -0.6 -0.1 -0.1
C -0.0527 2.5869 1.1136 -0.7 -0.7 0.0
S 1.1929 1.7234 2.0689 -0.3 0.5 -1.0
O 1.5614 0.5600 1.2983 0.4 -0.6 0.1
O 0.8051 1.6117 3.4469 0.3 -0.1 0.2
C 2.4910 2.9650 1.8019 0.2 -0.3 1.4
H 2.4518 4.6885 0.4314 1.0 -0.3 0.0
H 2.3478 3.0935 -0.3937 0.2 -0.2 0.1
H 0.1239 4.2162 -0.2677 0.2 0.0 -0.1
H 0.4057 4.6399 1.3999 0.2 0.0 0.0
H -0.3882 1.9221 0.3153 0.6 0.0 -0.3
H -0.9622 2.6753 1.7045 0.3 0.4 0.4
H 3.4605 2.4954 1.9596 0.0 -0.2 -0.6
H 2.3834 3.6198 2.6730 -0.1 0.2 -0.2